Entry 1:
{"formula": "C4H11N3O", "method": "the ωB97M-V functional and the def2-TZVPD basis", "homo_lumo_gap_ev": [11.0, 6.1], "spin_multiplicity": 2, "total_charge": 1, "s_squared": 0.76, "total_energy_ha": -398.2045, "de_lowest_kcal_mol": 34.6, "species": ["O", "C", "N", "C", "C", "N", "C", "N", "H", "H", "H", "H", "H", "H", "H", "H", "H", "H", "H"], "coordinates": [[-1.39086, 0.70466, 1.19739], [-0.46066, 0.99455, 0.45836], [-0.07457, 2.27659, 0.33547], [0.65781, 2.88129, -0.76081], [0.50846, -0.04190, -0.04873], [0.32258, -1.25911, 0.74607], [0.24577, -2.55165, 0.10723], [-1.19989, -2.91304, 0.02215], [-0.62599, 2.94870, 0.84844], [1.03395, 2.10331, -1.42542], [1.49021, 3.51123, -0.42726], [0.02141, 3.53097, -1.38377], [1.51948, 0.29220, 0.23494], [0.48984, -0.31341, -1.10303], [-0.46428, -1.09173, 1.39289], [0.63571, -2.53666, -0.90107], [0.70252, -3.35862, 0.66743], [-1.75985, -2.66431, 0.83657], [-1.65164, -2.51307, -0.79685]], "forces_ev_per_angstrom": [[0.2, -1.0, -0.3], [-0.3, 1.6, 1.3], [0.0, 0.7, -0.6], [0.4, 0.2, -0.8], [0.8, -1.2, 0.6], [-1.5, 0.4, -1.2], [-1.1, -1.6, 0.1], [0.7, 1.4, -0.3], [-0.3, -0.3, 0.2], [0.2, 0.1, 0.0], [-0.1, -0.3, 0.2], [0.0, -0.3, 0.3], [0.0, 0.1, -0.4], [0.0, 0.3, -0.1], [0.4, 0.2, 0.6], [0.3, 0.1, -0.1], [0.4, 0.3, 0.3], [0.1, -0.4, 0.1], [0.0, 0.0, 0.1]], "lowdin_charge": [0.071, -0.475, 0.034, -0.054, -0.054, 0.142, -0.189, 0.145, 0.159, 0.081, 0.098, 0.102, 0.166, 0.144, 0.140, 0.134, 0.136, 0.112, 0.109]}


Entry 2:
{"formula": "C39H35N3O3PS2Se2Ti", "method": "the ωB97M-V functional and the def2-TZVPD basis", "homo_lumo_gap_ev": 4.4, "spin_multiplicity": 1, "total_charge": -1, "total_energy_ha": -8687.3281, "de_lowest_kcal_mol": 45.9, "species": ["Ti", "Se", "Se", "C", "C", "C", "C", "C", "N", "C", "C", "C", "C", "C", "N", "H", "H", "H", "H", "H", "H", "H", "H", "C", "C", "C", "C", "C", "C", "C", "P", "C", "C", "C", "C", "C", "C", "C", "C", "C", "C", "C", "C", "C", "C", "H", "H", "H", "H", "H", "H", "H", "H", "H", "H", "H", "H", "H", "H", "H", "H", "H", "H", "H", "H", "C", "O", "H", "H", "H", "O", "S", "O", "N", "C", "S", "C", "C", "C", "C", "C", "C", "H", "H", "H", "H"], "coordinates": [[0.10912, -0.41867, 0.99392], [0.27263, -3.43583, 1.10827], [-1.85338, -0.07135, 2.71028], [-2.76009, -1.22224, 1.52423], [-4.02329, -1.77783, 1.73324], [-4.51685, -2.65848, 0.79541], [-3.74584, -2.97664, -0.32029], [-2.51423, -2.37385, -0.45398], [-2.04404, -1.49843, 0.43564], [1.10161, -2.66155, 2.57749], [1.75466, -3.36235, 3.60944], [2.37118, -2.67558, 4.62243], [2.34495, -1.27550, 4.63460], [1.68159, -0.64039, 3.61871], [1.08066, -1.31605, 2.61986], [-4.57926, -1.52038, 2.62364], [-5.49366, -3.10667, 0.93117], [-4.09175, -3.66896, -1.07507], [-1.87822, -2.57643, -1.30768], [1.76393, -4.44266, 3.56453], [2.88654, -3.21488, 5.40842], [2.83990, -0.69229, 5.39703], [1.62827, 0.43770, 3.56413], [-3.81270, -0.77929, -2.80965], [-3.96961, 0.23808, -1.70474], [-5.29050, 0.48091, -1.31253], [-5.61617, 1.35795, -0.29635], [-4.59864, 2.02214, 0.37098], [-3.28938, 1.79978, -0.00632], [-2.93856, 0.92876, -1.04781], [-1.09829, 0.86757, -1.25708], [-0.68459, -0.04861, -2.80594], [-0.05765, -1.28201, -2.65389], [0.43147, -1.99450, -3.73778], [0.31891, -1.44919, -5.00687], [-0.29476, -0.21599, -5.17006], [-0.81060, 0.49724, -4.09171], [-1.50028, 1.80625, -4.36781], [-0.64125, 2.56660, -1.47079], [-1.57404, 3.61669, -1.58187], [-1.21485, 4.93996, -1.55062], [0.16095, 5.25362, -1.35576], [1.10284, 4.28163, -1.30360], [0.78479, 2.87235, -1.47904], [1.77210, 1.94113, -1.59418], [-4.51490, -1.59953, -2.64755], [-2.82051, -1.20310, -2.88474], [-4.05320, -0.32817, -3.77610], [-6.07987, -0.05984, -1.82444], [-6.65241, 1.50974, -0.01909], [-4.81627, 2.70321, 1.18395], [-2.50135, 2.32882, 0.51358], [0.07437, -1.70100, -1.66026], [0.91551, -2.95039, -3.58264], [0.71282, -1.97526, -5.86787], [-0.38867, 0.20835, -6.16405], [-0.78180, 2.62880, -4.37022], [-2.24945, 2.04901, -3.61851], [-1.98652, 1.76511, -5.34488], [-2.62675, 3.38163, -1.68776], [-1.96205, 5.71843, -1.62854], [0.46243, 6.29111, -1.24897], [2.14829, 4.53913, -1.16632], [2.80943, 2.21661, -1.44716], [1.57162, 0.90069, -1.79137], [0.80303, 2.47279, 1.85477], [0.59441, 1.17959, 1.32702], [1.78762, 2.50004, 2.31790], [0.01228, 2.67152, 2.58193], [0.75394, 3.18749, 1.03311], [4.12067, 1.31408, 3.88582], [4.73362, 0.96818, 2.62975], [5.80231, 1.78933, 2.14220], [3.55931, 0.80582, 1.48013], [3.47173, -0.41198, 1.05168], [2.36518, -1.04755, -0.09477], [4.43414, -1.37734, 1.70004], [4.54273, -2.74382, 1.51484], [5.47090, -3.43177, 2.28845], [6.25611, -2.76883, 3.22789], [6.13401, -1.39666, 3.42130], [5.21183, -0.73365, 2.63918], [3.89879, -3.24413, 0.80241], [5.57635, -4.50256, 2.16802], [6.96674, -3.33091, 3.82110], [6.72997, -0.87471, 4.15821]], "forces_ev_per_angstrom": [[-1.0, 0.1, -1.0], [-0.1, 0.1, 0.0], [0.1, -0.1, -0.1], [-0.1, 0.1, 0.1], [0.0, 0.0, 0.0], [0.0, 0.0, 0.0], [0.0, 0.0, 0.1], [0.0, 0.1, 0.0], [0.3, -0.1, 0.1], [0.2, 0.0, 0.3], [-0.1, -0.1, -0.2], [0.0, 0.1, 0.1], [0.0, -0.1, 0.0], [-0.1, 0.0, 0.0], [0.4, -0.1, 0.4], [0.0, 0.0, 0.0], [0.0, 0.0, 0.0], [0.0, 0.0, 0.0], [0.0, -0.1, 0.1], [0.0, 0.0, 0.0], [0.0, 0.0, 0.0], [0.0, 0.0, 0.0], [0.0, 0.0, 0.0], [0.0, 0.1, -0.2], [0.0, 0.0, 0.1], [0.0, 0.0, 0.0], [0.0, 0.0, 0.0], [0.0, 0.0, 0.0], [0.0, -0.1, 0.1], [0.0, 0.1, -0.1], [0.2, -0.3, 0.0], [0.0, 0.2, 0.0], [0.1, -0.1, 0.0], [0.0, 0.0, 0.0], [0.0, 0.0, 0.0], [0.0, -0.1, 0.0], [-0.1, 0.0, 0.0], [0.0, 0.0, 0.0], [0.0, 0.2, 0.0], [0.0, 0.0, -0.1], [0.1, 0.0, 0.0], [-0.1, 0.1, 0.0], [0.0, 0.0, 0.0], [0.0, 0.0, 0.0], [-0.1, 0.1, -0.1], [0.0, 0.1, 0.0], [0.1, 0.0, 0.0], [0.1, 0.0, 0.0], [0.0, 0.0, 0.0], [0.0, 0.0, 0.0], [0.0, 0.0, 0.0], [0.0, 0.0, 0.0], [0.0, 0.0, 0.0], [0.0, 0.0, 0.0], [0.0, 0.0, 0.0], [0.0, 0.0, 0.0], [0.0, 0.0, 0.0], [0.0, 0.0, 0.0], [0.0, 0.0, 0.0], [0.0, 0.0, 0.0], [0.0, 0.0, 0.0], [0.0, 0.0, 0.0], [0.0, 0.0, 0.0], [0.0, 0.0, 0.0], [0.0, 0.0, 0.0], [-0.1, -0.1, -0.3], [0.2, 0.0, 0.6], [0.0, 0.0, 0.0], [0.0, 0.0, 0.0], [0.0, 0.0, 0.1], [0.1, 0.1, 0.0], [-0.1, -0.1, -0.1], [0.0, 0.1, 0.0], [-0.1, 0.1, 0.0], [0.2, -0.3, 0.0], [-0.1, 0.0, 0.0], [-0.1, 0.1, -0.1], [0.0, 0.0, 0.0], [0.0, 0.0, 0.0], [0.0, 0.0, 0.0], [0.0, 0.0, 0.0], [0.1, 0.0, 0.1], [0.0, 0.0, 0.0], [0.0, 0.0, 0.0], [0.0, 0.0, 0.0], [0.0, 0.0, 0.0]], "lowdin_charge": [0.574, 0.643, 0.751, -0.727, -0.090, -0.064, -0.070, -0.201, -0.125, -0.785, -0.110, -0.066, -0.058, -0.141, -0.174, 0.101, 0.105, 0.105, 0.098, 0.098, 0.106, 0.106, 0.105, -0.052, -0.249, -0.066, -0.090, -0.081, -0.152, -0.287, 1.105, -0.316, -0.153, -0.077, -0.085, -0.052, -0.254, -0.042, -0.369, -0.169, -0.137, -0.133, -0.095, -0.377, -0.040, 0.071, 0.049, 0.089, 0.108, 0.096, 0.104, 0.096, 0.036, 0.104, 0.097, 0.107, 0.096, 0.057, 0.077, 0.090, 0.073, 0.087, 0.101, 0.048, -0.029, -0.085, -0.454, 0.074, 0.088, 0.079, -0.305, 0.637, -0.288, -0.044, -0.713, 0.689, -0.223, -0.029, -0.067, -0.077, -0.038, -0.229, 0.099, 0.103, 0.100, 0.118]}


Entry 3:
{"formula": "C9H14N2PYb", "method": "the ωB97M-V functional and the def2-TZVPD basis", "homo_lumo_gap_ev": [4.5, 5.1], "spin_multiplicity": 2, "s_squared": 0.75, "total_energy_ha": -1960.6718, "de_lowest_kcal_mol": 55.0, "species": ["C", "C", "C", "C", "C", "Yb", "P", "H", "H", "H", "H", "H", "H", "H", "H", "C", "C", "N", "C", "C", "N", "H", "H", "H", "H", "H", "H"], "coordinates": [[-1.14782, 0.34584, -2.80061], [-1.49776, 1.47912, -3.57805], [-0.31624, 2.24526, -3.82074], [0.78957, 1.58137, -3.20979], [0.31277, 0.41098, -2.56494], [-0.91158, -0.95306, 0.75128], [-0.41147, -3.51149, -0.34770], [-1.81089, -0.46031, -2.47469], [-2.49890, 1.72631, -3.92888], [-0.26628, 3.17336, -4.38462], [0.90882, -0.33794, -2.03761], [1.82492, 1.91650, -3.23004], [0.70070, -3.89291, -1.16943], [-1.43123, -3.97305, -1.25054], [-0.41196, -4.69023, 0.46950], [-0.11515, 1.20460, 1.17841], [0.32865, 0.45164, 2.39846], [0.09302, -0.84423, 2.63595], [0.65471, -1.14095, 3.87671], [1.22102, -0.00577, 4.37479], [1.00673, 0.98493, 3.42406], [-1.23205, 1.20861, 1.08086], [0.17914, 2.25177, 1.28593], [0.39366, 0.83372, 0.25409], [0.59369, -2.13568, 4.28048], [1.73872, 0.17284, 5.30150], [1.30520, 1.95879, 3.48559]], "forces_ev_per_angstrom": [[1.6, 0.4, 0.3], [0.7, 0.0, 0.4], [0.0, -0.9, 0.5], [-0.8, 0.0, 0.1], [-1.7, 0.2, -0.2], [-2.1, -1.4, -2.9], [0.1, -1.7, -0.9], [0.1, 0.1, -0.2], [0.3, -0.1, 0.1], [0.0, -0.2, 0.1], [0.0, 0.0, -0.3], [-0.2, -0.1, 0.0], [-0.4, 0.2, 0.3], [0.4, 0.2, 0.4], [0.0, 0.5, -0.2], [0.7, 1.4, 0.3], [0.3, -0.4, 0.6], [1.3, 0.5, 2.1], [-0.1, 0.9, -0.7], [-0.1, -0.3, -0.2], [0.2, 0.3, 0.5], [0.3, 0.3, 0.0], [-0.1, -0.2, -0.2], [-0.3, 0.5, 0.1], [0.0, 0.1, 0.1], [0.0, 0.1, -0.1], [-0.2, -0.6, 0.0]], "lowdin_charge": [-0.238, -0.207, -0.191, -0.217, -0.259, 0.733, 0.614, 0.023, 0.064, 0.063, 0.022, 0.059, -0.119, -0.118, -0.135, -0.123, -0.449, -0.096, -0.090, -0.061, 0.116, 0.036, 0.112, 0.059, 0.108, 0.116, 0.177]}


Entry 4:
{"formula": "C14H22ClF3NO7Se2W", "method": "the ωB97M-V functional and the def2-TZVPD basis", "homo_lumo_gap_ev": 7.4, "spin_multiplicity": 1, "total_charge": 1, "total_energy_ha": -6757.4071, "de_lowest_kcal_mol": 5.4, "species": ["W", "C", "C", "C", "C", "C", "H", "H", "H", "H", "H", "O", "C", "C", "C", "O", "C", "Se", "C", "Se", "H", "H", "H", "H", "H", "H", "H", "H", "H", "H", "F", "C", "F", "F", "O", "Cl", "O", "O", "O", "C", "N", "C", "C", "O", "H", "H", "H", "H", "H", "H", "H"], "coordinates": [[-0.24191, -1.65400, -0.51473], [1.03113, -3.68456, -0.17585], [0.32218, -3.81602, -1.37190], [-1.06231, -3.77691, -1.06751], [-1.20196, -3.65981, 0.33844], [0.09091, -3.58377, 0.88605], [2.10396, -3.66837, -0.06417], [0.75564, -3.86469, -2.35695], [-1.85356, -3.84027, -1.79412], [-2.11958, -3.59512, 0.89742], [0.32384, -3.49643, 1.93504], [1.17656, -1.04531, 3.37923], [1.07384, 0.33827, 3.71218], [0.75978, 1.18034, 2.47734], [0.97972, 2.65364, 2.83837], [0.74167, 3.44539, 1.68329], [1.74315, 0.82825, 1.36165], [1.76323, -1.04891, 0.87081], [-0.68504, 1.02452, 2.00148], [-1.46280, -0.74660, 1.68095], [0.26135, -1.34800, 3.22304], [2.04071, 0.62530, 4.12846], [0.31240, 0.48491, 4.48277], [2.00259, 2.79070, 3.20428], [0.28945, 2.92700, 3.64412], [1.15254, 4.30679, 1.80168], [2.77366, 1.02345, 1.66605], [1.53786, 1.38699, 0.45271], [-0.84980, 1.63207, 1.11435], [-1.35850, 1.40130, 2.77523], [-2.88425, -2.03596, -2.19573], [-2.55872, -1.44769, -1.02123], [-2.97535, -0.17917, -1.13762], [-3.38564, -2.02615, -0.10817], [0.08188, -1.94543, -4.90773], [0.77227, -1.37910, -3.78980], [1.93012, -2.16009, -3.41460], [-0.31730, -1.58840, -2.61179], [1.66015, -0.94010, -0.88604], [0.50010, 3.36393, -2.61345], [-0.32089, 2.38903, -1.90496], [-1.67622, 2.77075, -1.49859], [0.13384, 1.20088, -1.61884], [-0.58605, 0.37322, -0.98620], [0.65335, 4.24158, -1.98693], [0.00010, 3.66288, -3.53316], [1.46385, 2.92384, -2.85885], [-1.90450, 3.73976, -1.93173], [-1.73951, 2.83267, -0.41271], [-2.38850, 2.02884, -1.84858], [1.14054, 0.95461, -1.94306]], "forces_ev_per_angstrom": [[-0.6, 0.1, -1.4], [0.0, -0.1, 0.1], [0.1, -0.1, 0.0], [-0.2, 0.0, 0.0], [0.1, 0.1, 0.1], [0.0, 0.0, 0.2], [0.0, 0.1, -0.1], [0.0, 0.0, 0.0], [0.0, 0.0, 0.1], [0.0, 0.0, -0.1], [0.0, 0.1, 0.0], [0.0, 0.0, 0.0], [0.0, 0.0, 0.1], [0.0, 0.0, -0.2], [0.0, 0.0, 0.0], [0.1, 0.0, -0.1], [-0.1, 0.1, 0.1], [0.5, 0.4, 0.1], [-0.1, 0.1, 0.1], [0.0, -0.2, -0.1], [0.0, 0.0, 0.0], [0.0, 0.0, 0.0], [0.0, 0.0, 0.0], [0.0, 0.0, 0.0], [0.0, 0.0, 0.0], [-0.1, 0.0, 0.0], [0.0, 0.0, 0.0], [0.0, 0.0, 0.0], [0.0, -0.1, 0.0], [0.0, 0.0, 0.0], [0.0, 0.1, 0.0], [0.4, -0.1, -0.2], [-0.1, 0.0, 0.1], [0.0, 0.0, -0.1], [0.0, 0.0, 0.0], [0.1, -0.1, 0.2], [-0.1, 0.0, 0.0], [-0.1, 0.2, 0.3], [-0.1, -0.5, 0.2], [0.0, 0.0, 0.0], [0.0, 0.0, 0.0], [0.0, 0.0, 0.0], [-0.4, -0.2, 0.0], [0.4, 0.3, 0.5], [0.0, 0.0, 0.0], [0.0, 0.0, 0.0], [0.0, 0.0, 0.0], [0.0, 0.0, 0.0], [0.0, 0.0, 0.0], [0.0, 0.0, 0.0], [0.1, -0.1, 0.0]], "lowdin_charge": [1.442, -0.160, -0.096, -0.121, -0.160, -0.191, 0.130, 0.123, 0.138, 0.125, 0.123, -0.182, -0.192, -0.545, -0.198, -0.045, -0.288, 1.206, -0.445, 0.885, -0.007, 0.141, 0.147, 0.138, 0.141, 0.104, 0.105, 0.077, 0.044, 0.083, 0.060, -0.649, 0.060, 0.001, -0.368, 0.958, -0.419, -0.607, -0.714, 0.001, -0.119, 0.026, -0.254, -0.248, 0.103, 0.106, 0.099, 0.103, 0.097, 0.098, 0.140]}